[1]
Below is a 2-piece molecular cluster, C3H11N2O2S overall, with properties calculated with wB97M-V/def2-TZVPD.

The geometry in XYZ format:
```
19
Properties=species:S:1:pos:R:3:forces:R:3:mulliken_charge:R:1
S -2.546 -0.677 -0.101 0.6 -0.2 0.4 -0.113
O -0.011 4.268 1.469 0.6 -1.7 -0.5 -0.623
O 2.536 -1.001 -0.197 -0.7 -0.2 -0.1 -0.566
N 0.591 -0.023 1.440 0.0 1.2 2.0 -0.463
N 1.543 -0.583 -2.252 -3.1 0.3 2.6 -0.370
C 1.537 -0.739 -0.833 1.4 1.0 -1.3 0.434
C -0.839 -1.389 -0.144 -0.7 -1.4 -1.8 -1.015
C 0.243 -0.284 -0.059 0.6 0.4 -0.7 0.136
H 0.239 5.163 1.551 0.6 1.6 0.1 0.313
H 0.790 1.000 1.807 -1.3 -1.8 -1.5 0.374
H -0.165 -0.457 2.086 1.5 1.0 -1.4 0.388
H -2.851 -1.279 1.043 -0.4 0.0 0.2 0.156
H -0.009 0.730 -0.531 -0.3 -1.5 0.9 0.350
H -0.885 4.231 1.814 -1.2 0.0 0.4 0.320
H 0.632 -0.473 -2.737 1.0 -0.1 0.6 0.230
H 2.251 -0.941 -2.837 1.1 -0.6 -0.1 0.268
H -0.757 -2.262 0.613 0.2 1.6 -1.2 0.472
H -0.799 -1.916 -1.217 0.3 1.2 2.4 0.299
H 1.515 -0.390 1.755 -0.4 -0.9 -1.0 0.410
```
Positions in Å, forces in eV/Å.

ΔE to the lowest compared entry with this formula, charge and spin: 46.0 kcal/mol
Maximum force: 0.0799 Eh/bohr
Net charge: +1

***

[2]
Below is a 2-piece molecular cluster, C3H11N2O2S overall, with properties calculated with wB97M-V/def2-TZVPD.

The geometry in XYZ format:
```
19
Properties=species:S:1:pos:R:3:forces:R:3:mulliken_charge:R:1
S 1.172 -2.998 1.556 0.9 0.5 -1.2 -0.161
O -0.498 1.189 -1.845 1.5 0.8 0.6 -0.450
O -0.140 2.170 0.191 1.3 -0.6 -3.2 -0.705
N 1.380 2.500 -1.554 0.1 -0.5 0.3 -0.486
N -1.582 -0.096 0.627 0.3 -0.2 -0.1 -0.224
C 0.275 1.973 -0.985 -2.0 -0.2 1.6 0.829
C -0.849 -1.207 1.346 -0.2 0.3 0.7 -0.818
C 0.490 -1.548 0.681 -2.2 -1.1 -0.8 -0.515
H 1.889 1.988 -2.269 -0.4 0.2 0.0 0.248
H -1.090 0.828 0.747 -0.3 -0.1 -0.3 0.315
H -2.539 -0.072 0.977 0.0 0.3 0.0 0.357
H -1.541 -2.062 1.305 0.5 0.1 0.2 0.431
H -0.751 -0.843 2.403 0.0 -0.5 -0.9 0.387
H 1.999 2.943 -0.906 0.2 0.5 0.4 0.270
H 1.146 -0.710 0.628 0.6 0.5 0.2 0.391
H 0.196 -1.875 -0.360 0.6 0.4 0.9 0.337
H 2.117 -3.107 0.552 -0.5 -0.3 1.0 0.171
H -1.637 -0.264 -0.388 0.1 0.1 0.3 0.318
H -0.037 1.193 -2.707 -0.7 -0.2 0.3 0.305
```
Positions in Å, forces in eV/Å.

ΔE to the lowest compared entry with this formula, charge and spin: 11.2 kcal/mol
Maximum force: 0.0679 Eh/bohr
Net charge: +1

***

[3]
Below is a 4-piece molecular cluster, C3H11N2O3 overall, with properties calculated with wB97M-V/def2-TZVPD.

The geometry in XYZ format:
```
19
Properties=species:S:1:pos:R:3:forces:R:3:mulliken_charge:R:1
O -0.069 -2.529 -1.042 -0.4 -1.1 -0.2 -0.664
O -2.617 -3.639 -0.669 0.5 1.5 1.2 -0.636
O 1.126 2.802 3.009 -0.3 -1.3 -0.5 -0.643
N 0.455 0.057 -0.825 -1.0 0.1 1.2 0.043
N 0.441 1.830 0.505 -0.3 -1.8 -1.1 0.087
C 0.975 1.092 -1.540 -0.1 1.1 -0.8 -0.275
C 0.102 0.544 0.408 1.5 -0.6 -2.6 -0.218
C 0.968 2.202 -0.709 0.3 -0.2 -0.5 -0.353
H -0.231 -0.132 1.117 -0.8 -0.6 1.6 0.393
H 1.289 3.219 -0.840 0.1 0.0 -0.3 0.394
H 0.163 -3.211 -1.712 -0.2 0.7 0.7 0.286
H -3.412 -3.130 -0.477 0.0 0.0 0.0 0.319
H 1.407 2.112 3.628 0.0 0.5 -0.1 0.300
H -0.884 -2.881 -0.588 0.6 0.3 -0.8 0.380
H 1.314 3.648 3.382 0.2 0.8 0.6 0.312
H -2.893 -4.331 -1.226 -0.5 -1.4 -1.1 0.301
H 0.422 2.340 1.382 0.2 0.4 0.3 0.301
H 0.270 -0.978 -1.163 0.2 1.4 0.9 0.310
H 1.175 0.984 -2.639 0.1 0.3 1.6 0.363
```
Positions in Å, forces in eV/Å.

ΔE to the lowest compared entry with this formula, charge and spin: 10.5 kcal/mol
Maximum force: 0.0599 Eh/bohr
Net charge: +1

***

[4]
Below is one molecule with the formula C3H11N2OP, with properties calculated with wB97M-V/def2-TZVPD.

The geometry in XYZ format:
```
18
Properties=species:S:1:pos:R:3:forces:R:3:mulliken_charge:R:1
P 0.366 1.253 0.136 1.0 -0.6 -2.1 -0.020
O -1.249 1.353 0.038 -0.7 0.8 -0.3 -0.299
N 0.467 1.371 -1.649 -0.2 1.1 1.0 -0.604
N 0.492 -0.428 0.239 -0.1 0.9 1.1 0.240
C 1.640 -0.988 0.920 2.6 2.8 -1.8 -0.946
C 0.046 -1.271 -0.848 2.5 0.5 -0.7 -1.064
C -1.929 0.842 1.144 -2.3 -3.2 -2.4 -0.687
H -0.887 -1.017 -1.221 -1.9 0.9 -0.5 0.315
H 0.756 -1.220 -1.758 -0.8 -0.5 1.5 0.257
H 1.436 -1.974 1.162 0.2 -2.0 0.3 0.309
H -0.069 -2.215 -0.393 0.2 -1.6 -0.1 0.516
H -3.007 1.081 1.053 0.7 0.3 0.3 0.244
H 1.145 2.059 -2.026 -1.0 -0.5 0.4 0.233
H 2.531 -0.750 0.245 -0.6 -1.8 0.1 0.331
H -1.885 -0.299 1.071 -0.1 1.3 0.4 0.235
H -0.526 1.580 -1.879 1.2 0.1 -0.5 0.278
H 2.151 -0.486 1.747 -1.6 0.4 0.7 0.285
H -1.477 1.109 2.018 0.9 1.0 2.7 0.376
```
Positions in Å, forces in eV/Å.

SMILES: COP(N)N(C)C
ΔE to the lowest compared entry with this formula, charge and spin: 34.5 kcal/mol
Maximum force: 0.0890 Eh/bohr
Net charge: 0

***

[5]
Below is a 2-piece molecular cluster, C3H11N2OS overall, with properties calculated with wB97M-V/def2-TZVPD.

The geometry in XYZ format:
```
18
Properties=species:S:1:pos:R:3:forces:R:3:mulliken_charge:R:1
S -0.177 -0.426 -2.333 0.2 0.2 0.1 -0.647
O -2.897 2.181 -1.830 -0.3 -0.1 0.6 -0.636
N -1.006 0.329 1.704 -0.6 -0.1 0.2 -0.587
N 1.097 -0.789 1.137 -0.2 -0.5 0.2 -0.487
C 1.265 0.023 -1.272 -1.1 0.0 0.2 -0.465
C -0.364 -0.895 1.330 1.0 -0.7 -0.2 -0.440
C 1.585 -1.045 -0.212 0.4 0.2 0.0 -0.765
H -1.993 2.396 -1.577 0.1 -0.2 -0.3 0.294
H -0.517 -1.680 2.077 -0.4 0.3 0.2 0.292
H 1.214 -2.020 -0.501 -0.3 -0.1 -0.3 0.346
H -3.059 1.357 -1.336 0.2 0.3 -0.5 0.320
H -0.756 1.040 1.037 0.0 0.3 -0.1 0.268
H 2.142 0.313 -1.854 0.1 -0.2 -0.1 0.302
H 1.393 0.114 1.452 0.2 0.4 0.1 0.261
H 2.661 -1.175 -0.147 0.5 0.0 0.2 0.352
H -0.785 -1.252 0.401 -0.2 0.0 -0.3 0.328
H -0.763 0.608 2.639 0.2 0.2 0.1 0.218
H 0.961 0.922 -0.716 0.3 0.0 0.0 0.047
```
Positions in Å, forces in eV/Å.

ΔE to the lowest compared entry with this formula, charge and spin: 19.2 kcal/mol
Maximum force: 0.0237 Eh/bohr
Net charge: -1

***

[6]
Below is a 2-piece molecular cluster, C3H11N2S overall, with properties calculated with wB97M-V/def2-TZVPD.

The geometry in XYZ format:
```
17
Properties=species:S:1:pos:R:3:forces:R:3:mulliken_charge:R:1
S 0.976 1.402 -0.408 0.1 0.0 0.0 -0.648
N 0.533 -1.784 1.157 0.0 -0.2 -0.2 -0.719
N -1.483 -0.551 0.641 0.0 -0.1 -0.1 -0.536
C -0.597 -1.654 0.262 0.0 0.0 -0.1 -0.481
C 2.611 2.213 -0.549 -0.3 0.1 0.0 -0.788
C -2.327 -0.145 -0.476 0.0 0.0 0.1 -0.866
H -0.850 0.222 0.834 0.0 0.2 0.0 0.237
H 0.192 -1.735 2.110 0.1 0.1 0.0 0.256
H 3.404 1.470 -0.651 0.1 0.1 0.0 0.190
H 2.635 2.880 -1.415 0.1 -0.1 0.0 0.197
H -1.164 -2.590 0.241 -0.1 0.0 0.1 0.388
H -1.753 0.036 -1.391 0.1 0.1 -0.1 0.329
H 1.128 -0.975 0.985 0.0 0.1 0.1 0.258
H 2.824 2.834 0.326 0.1 -0.1 0.0 0.199
H -0.202 -1.491 -0.750 0.1 0.0 0.0 0.379
H -2.844 0.778 -0.218 -0.1 0.0 0.0 0.298
H -3.081 -0.908 -0.697 0.0 0.0 0.1 0.306
```
Positions in Å, forces in eV/Å.

ΔE to the lowest compared entry with this formula, charge and spin: 1.0 kcal/mol
Maximum force: 0.0053 Eh/bohr
Net charge: -1

***

[7]
Below is a 2-piece molecular cluster, C3H11N2S overall, with properties calculated with wB97M-V/def2-TZVPD.

The geometry in XYZ format:
```
17
Properties=species:S:1:pos:R:3:forces:R:3:mulliken_charge:R:1
S -1.631 1.144 0.344 -0.5 1.8 -1.9 -0.228
N -3.171 -0.898 0.108 -1.2 -0.8 -2.1 -0.316
N 1.508 1.058 -0.714 -1.7 3.7 -4.0 -0.297
C 1.807 0.236 0.231 -0.9 -2.9 4.2 0.037
C 3.159 -0.318 0.411 0.8 1.2 -0.5 -1.002
C -1.956 -0.294 -0.571 1.6 -0.6 3.4 -0.243
H -3.394 -1.773 -0.402 0.1 -0.1 1.1 0.383
H 0.545 1.378 -0.856 1.0 -0.2 0.1 0.110
H 1.058 0.188 1.079 1.2 0.1 -0.9 0.176
H -3.006 -0.943 1.105 0.4 -1.0 0.5 0.376
H 2.089 1.097 -1.531 0.0 0.1 -0.2 0.188
H -1.035 -0.943 -0.311 -1.5 0.2 -1.3 0.353
H 3.064 -1.353 0.464 0.3 -2.1 -0.2 0.274
H 3.503 -0.038 1.381 0.6 0.4 0.8 0.259
H 3.973 -0.039 -0.327 -1.3 -0.2 0.6 0.319
H -4.064 -0.378 0.100 0.6 0.5 -0.7 0.367
H -2.450 1.877 -0.511 0.4 -0.1 1.1 0.245
```
Positions in Å, forces in eV/Å.

ΔE to the lowest compared entry with this formula, charge and spin: 16.7 kcal/mol
Maximum force: 0.1120 Eh/bohr
Net charge: +1
Multiplicity: 3

***

[8]
Below is a 2-piece molecular cluster, C3H11N3 overall, with properties calculated with wB97M-V/def2-TZVPD.

The geometry in XYZ format:
```
17
Properties=species:S:1:pos:R:3:forces:R:3:mulliken_charge:R:1
N -1.434 2.559 1.171 0.6 -0.7 -0.9 -0.569
N -0.970 0.189 0.701 -1.3 -0.5 0.4 -0.446
N 0.487 -1.692 -1.605 -2.7 1.6 0.6 -0.387
C -0.460 1.427 1.200 0.2 1.9 -0.8 -0.191
C 0.993 -0.582 -1.949 0.4 -1.9 0.0 -0.370
C 1.052 -2.521 -0.609 3.9 0.4 -0.7 -0.678
H 0.869 -2.082 0.372 -0.8 -0.5 0.0 0.257
H -0.019 1.385 2.201 -0.2 -0.7 0.0 0.235
H 2.095 -0.546 -1.945 -0.1 1.0 0.4 0.288
H -1.983 0.217 0.791 0.1 -0.4 0.4 0.203
H -1.088 3.323 1.718 -0.3 0.3 0.3 0.196
H 0.326 1.788 0.531 0.3 -0.3 0.1 0.200
H 0.880 -3.584 -0.737 -0.5 0.1 0.2 0.277
H -2.390 2.320 1.363 -0.1 -0.1 0.5 0.184
H 2.191 -2.373 -0.656 -0.7 -0.5 0.1 0.270
H -0.863 -0.036 -0.280 0.6 0.5 0.0 0.180
H 0.313 0.209 -2.266 0.5 0.0 -0.8 0.351
```
Positions in Å, forces in eV/Å.

SMILES: C=NC.NCN
ΔE to the lowest compared entry with this formula, charge and spin: 59.6 kcal/mol
Maximum force: 0.0774 Eh/bohr
Net charge: 0

***

[9]
Below is one molecule with the formula C3H11N3, with properties calculated with wB97M-V/def2-TZVPD.

The geometry in XYZ format:
```
17
Properties=species:S:1:pos:R:3:forces:R:3:mulliken_charge:R:1
N -0.991 -0.482 0.192 1.0 -0.3 0.0 -0.279
N -0.683 -0.498 2.645 1.1 -0.4 -0.8 -0.662
N 1.043 1.398 -2.224 0.5 0.0 -0.6 -0.649
C -0.639 -1.242 1.367 -1.5 -0.1 1.3 -0.517
C 0.669 1.048 -0.833 0.8 -0.9 -1.6 -0.452
C 0.015 -0.366 -0.867 -0.5 2.1 1.0 -0.620
H 1.850 0.857 -2.525 -0.3 -0.4 0.1 0.217
H 1.607 0.908 -0.290 -0.3 0.8 0.9 0.209
H -0.078 0.290 2.449 -0.3 0.4 0.6 0.248
H 0.848 -1.059 -0.786 -0.3 -0.7 -0.2 0.252
H -1.890 -0.715 -0.182 -0.2 -0.2 0.0 0.232
H -1.342 -2.071 1.506 0.2 -0.1 -0.2 0.365
H 0.354 -1.656 1.332 0.5 -0.1 -0.5 0.339
H -0.045 1.800 -0.522 0.2 0.0 0.6 0.441
H -1.608 -0.182 2.872 -0.3 0.3 -0.2 0.232
H 1.414 2.335 -2.346 -0.4 0.2 0.5 0.207
H -0.524 -0.366 -1.788 0.0 -0.6 -0.9 0.437
```
Positions in Å, forces in eV/Å.

SMILES: NCCNCN
ΔE to the lowest compared entry with this formula, charge and spin: 29.6 kcal/mol
Maximum force: 0.0470 Eh/bohr
Net charge: 0

***

[10]
Below is a 2-piece molecular cluster, C3H11N3 overall, with properties calculated with wB97M-V/def2-TZVPD.

The geometry in XYZ format:
```
17
Properties=species:S:1:pos:R:3:forces:R:3:mulliken_charge:R:1
N -1.231 0.257 0.534 0.9 0.2 -1.2 -0.054
N -1.336 1.260 -0.434 -0.4 0.2 0.4 -0.344
N -2.197 -0.658 0.432 -1.7 -3.9 1.7 -0.645
C 1.549 -0.147 -0.594 -0.8 2.1 2.1 -0.293
C 1.765 0.520 0.832 -2.9 -1.3 -1.4 -1.036
C 0.430 -1.120 -0.508 1.9 2.4 0.0 -1.145
H 0.102 -1.335 -1.447 -1.7 -1.2 -2.2 0.382
H -1.930 -1.589 0.926 -0.3 2.6 -0.6 0.279
H 0.701 0.812 1.021 1.2 0.6 0.2 0.231
H 2.415 1.366 0.729 0.6 0.1 0.8 0.344
H 1.351 0.750 -1.273 -0.1 -1.4 0.4 0.243
H 2.438 -0.610 -0.904 1.5 -0.7 -0.7 0.411
H -1.176 2.153 0.037 0.0 -0.3 -0.2 0.226
H -2.619 -1.049 -0.420 0.6 1.2 -0.6 0.253
H 0.165 -1.623 0.354 -0.1 -1.1 1.3 0.567
H 1.827 -0.277 1.590 1.2 0.6 -0.1 0.320
H -2.255 1.291 -0.874 0.0 -0.1 0.1 0.262
```
Positions in Å, forces in eV/Å.

ΔE to the lowest compared entry with this formula, charge and spin: 138.0 kcal/mol
Maximum force: 0.0890 Eh/bohr
Net charge: 0

***

[11]
Below is a 2-piece molecular cluster, C3H11N3 overall, with properties calculated with wB97M-V/def2-TZVPD.

The geometry in XYZ format:
```
17
Properties=species:S:1:pos:R:3:forces:R:3:mulliken_charge:R:1
N -1.343 0.060 -1.061 -0.4 -0.2 0.3 -0.502
N -0.352 1.470 -2.528 -0.2 0.5 -0.3 -0.808
N 0.459 0.117 1.627 0.1 0.3 -0.1 -0.445
C -0.125 -0.454 2.829 -0.1 0.0 0.2 -0.806
C -0.258 0.429 -1.812 0.6 0.0 -0.1 0.757
C 0.949 -0.455 -1.622 0.0 0.2 -0.1 -1.027
H -2.208 0.517 -1.301 0.0 0.0 0.0 0.235
H 0.760 -1.434 -2.060 0.0 -0.1 0.0 0.290
H -0.261 0.561 1.064 0.1 0.0 0.0 0.207
H -1.404 -0.900 -0.767 -0.1 0.0 0.0 0.216
H 0.664 -0.931 3.410 -0.1 -0.1 0.1 0.284
H 1.822 -0.022 -2.103 0.0 0.0 0.0 0.317
H 1.133 0.835 1.876 -0.1 -0.1 -0.1 0.199
H 1.143 -0.579 -0.557 0.0 -0.1 0.0 0.307
H 0.505 1.730 -3.005 0.1 -0.3 0.1 0.232
H -0.638 0.274 3.474 0.0 -0.1 0.0 0.278
H -0.846 -1.218 2.536 0.0 -0.1 0.1 0.265
```
Positions in Å, forces in eV/Å.

SMILES: [H]/N=C(\C)N.CN
ΔE to the lowest compared entry with this formula, charge and spin: 9.0 kcal/mol
Maximum force: 0.0113 Eh/bohr
Net charge: 0

***

[12]
Below is a 2-piece molecular cluster, C3H11N3 overall, with properties calculated with wB97M-V/def2-TZVPD.

The geometry in XYZ format:
```
17
Properties=species:S:1:pos:R:3:forces:R:3:mulliken_charge:R:1
N -0.699 -0.767 -0.280 -3.1 -0.4 -0.3 -0.768
N 0.458 1.159 0.395 0.9 1.7 2.7 -0.707
N 0.562 -0.081 -0.128 -2.2 -5.6 -1.8 0.933
C 0.801 0.993 -0.998 2.1 2.8 -1.5 -0.182
C 1.548 -1.119 0.322 2.5 1.3 -0.4 -0.741
C -2.252 0.656 0.526 -1.4 -0.9 -1.0 -0.190
H -2.648 -0.265 0.938 0.0 0.3 0.3 0.315
H 1.149 1.278 1.203 -0.6 0.3 -1.7 0.307
H 1.460 -2.182 0.164 -1.4 -0.2 -0.9 0.421
H 2.459 -0.872 -0.245 0.1 0.1 0.9 0.268
H 0.093 1.456 -1.727 0.1 -1.1 0.7 0.269
H -2.821 1.004 -0.376 1.1 -0.5 0.4 0.346
H 1.585 -1.026 1.385 0.6 0.4 0.8 0.411
H -0.632 -1.664 0.264 -0.4 1.2 -0.2 0.391
H -1.862 1.445 1.157 0.7 -0.4 0.0 0.296
H 1.850 1.085 -1.335 -0.5 -0.1 0.3 0.259
H -1.051 -1.098 -1.267 1.5 1.3 1.7 0.372
```
Positions in Å, forces in eV/Å.

ΔE to the lowest compared entry with this formula, charge and spin: 139.1 kcal/mol
Maximum force: 0.1215 Eh/bohr
Net charge: +2